Entry 1:
The following is a quantum chemistry calculation of a cluster of 2 separate species, C4H10NO3 in total, from OMol25.

```
! wB97M-V def2-TZVPD RIJCOSX def2/J DEFGRID3
* xyz -1 1
O -2.49 -1.12 -0.38
C -1.52 -1.80 -0.58
C -0.17 -1.16 -0.86
C 0.18 -0.13 0.24
C 1.69 0.00 0.58
O 2.04 1.13 1.21
N -0.29 -0.55 -2.19
H -1.60 -2.90 -0.66
H 0.61 -1.92 -0.94
H -0.48 -0.25 1.11
H -0.11 0.86 -0.10
H 1.89 -0.96 1.13
H 2.22 -0.05 -0.40
H 0.55 -0.06 -2.43
H -1.08 0.06 -2.18
H -0.32 2.35 2.10
H 1.12 2.22 1.42
O 0.26 2.85 1.50
*
```

Computed properties:
E_tot ... -438.87871 Eh
Frontier orbital gap ... 7.16 eV
LUMO level ... 3.65 eV

Entry 2:
The following is a quantum chemistry calculation of a structure of composition C42H38As2IrN4SSe2, from OMol25.

```
! wB97M-V def2-TZVPD RIJCOSX def2/J DEFGRID3
* xyz 3 5
Ir 1.54 -1.96 0.00
Se 3.71 -4.38 0.72
Se 4.11 -2.86 -1.02
C 4.41 -1.34 0.13
C 5.63 -0.71 0.25
C 5.73 0.33 1.18
C 4.62 0.65 1.94
C 3.43 -0.03 1.73
N 3.32 -0.99 0.81
C 2.00 -5.01 0.07
C 1.61 -6.31 0.34
C 0.48 -6.81 -0.29
C -0.17 -6.01 -1.22
C 0.26 -4.71 -1.39
N 1.30 -4.20 -0.72
H 6.47 -1.02 -0.34
H 6.66 0.85 1.31
H 4.66 1.43 2.69
H 2.56 0.18 2.34
H 2.19 -6.92 1.02
H 0.14 -7.82 -0.10
H -1.00 -6.39 -1.80
H -0.22 -4.06 -2.11
C -1.47 3.26 0.33
C -0.28 3.62 -0.54
As 1.10 2.21 -0.35
C 2.59 2.84 -1.42
C 2.60 4.12 -1.97
C 3.73 4.56 -2.65
C 4.81 3.72 -2.83
C 4.78 2.43 -2.33
C 3.67 1.99 -1.63
C 1.61 2.66 1.48
C 0.92 2.08 2.54
C 1.17 2.48 3.85
C 2.13 3.45 4.09
C 2.82 4.03 3.04
C 2.57 3.64 1.73
As -1.75 1.33 0.11
C -2.09 1.32 -1.81
C -1.12 0.91 -2.71
C -1.34 1.00 -4.08
C -2.55 1.52 -4.54
C -3.51 1.95 -3.65
C -3.29 1.85 -2.28
C -3.49 1.00 0.90
C -4.38 0.11 0.29
C -5.64 -0.06 0.82
C -6.02 0.63 1.97
C -5.12 1.50 2.59
C -3.85 1.67 2.06
H -2.38 3.78 0.03
H -1.27 3.50 1.38
H 0.16 4.57 -0.24
H -0.58 3.69 -1.58
H 1.75 4.78 -1.86
H 3.75 5.57 -3.05
H 5.68 4.07 -3.37
H 5.61 1.75 -2.50
H 3.61 0.97 -1.25
H 0.19 1.30 2.34
H 0.62 2.03 4.67
H 2.35 3.75 5.11
H 3.56 4.80 3.23
H 3.11 4.09 0.91
H -0.17 0.51 -2.35
H -0.58 0.68 -4.78
H -2.73 1.59 -5.61
H -4.44 2.38 -4.01
H -4.05 2.20 -1.58
H -4.09 -0.41 -0.61
H -6.35 -0.71 0.33
H -7.00 0.50 2.39
H -5.41 2.04 3.48
H -3.15 2.34 2.55
N -4.67 -4.87 1.50
C -4.02 -4.65 0.35
S -4.44 -5.41 -1.06
C -2.86 -3.72 0.36
C -2.49 -3.07 -0.82
C -1.38 -2.26 -0.83
N -0.60 -2.07 0.25
C -0.98 -2.67 1.40
C -2.08 -3.49 1.49
H -5.44 -5.52 1.51
H -4.44 -4.40 2.36
H -3.07 -3.21 -1.72
H -1.09 -1.75 -1.73
H -0.38 -2.46 2.28
H -2.30 -3.97 2.44
*
```

Computed properties:
E_tot ... -11618.19955 Eh
Frontier orbital gap (spin up / spin down) ... 6.89 / 4.90 eV
LUMO level (spin up / spin down) ... -8.29 / -10.28 eV

Entry 3:
The following is a quantum chemistry calculation of a structure of composition C37H44CsF6N5O8S3Si, from OMol25.

```
! wB97M-V def2-TZVPD RIJCOSX def2/J DEFGRID3
* xyz -2 1
Cs -0.50 0.20 -0.27
F 5.16 2.45 0.35
C 4.44 1.40 0.78
F 3.80 1.78 1.90
F 5.31 0.43 1.13
S 3.27 0.78 -0.52
O 2.71 -0.38 0.13
O 4.13 0.58 -1.66
N 2.28 1.98 -0.56
S 1.82 2.68 -1.96
O 0.37 2.95 -1.89
O 1.06 0.11 -2.76
C 2.47 4.38 -1.47
F 3.81 4.38 -1.37
F 1.97 4.83 -0.32
F 2.14 5.27 -2.43
C 1.07 -4.73 -1.56
C 1.13 -4.89 -2.94
C 0.75 -3.84 -3.75
C 0.29 -2.64 -3.18
N 0.23 -2.51 -1.85
C 0.62 -3.51 -1.08
C -0.14 -1.52 -4.03
C -0.94 -1.78 -5.14
C -1.41 -0.77 -5.97
C -1.05 0.55 -5.66
C -0.24 0.84 -4.59
C 0.28 -0.18 -3.72
H 1.37 -5.52 -0.88
H 1.48 -5.82 -3.37
H 0.81 -3.92 -4.83
H 0.55 -3.34 -0.01
H -1.25 -2.81 -5.33
H -2.06 -1.00 -6.80
H -1.42 1.36 -6.28
H 0.02 1.86 -4.35
N -1.21 3.08 3.92
C -2.57 3.34 3.62
C -3.55 3.19 4.58
C -4.88 3.47 4.26
C -5.22 3.86 2.98
C -4.23 3.96 2.00
C -2.90 3.74 2.33
S -1.62 3.94 1.12
N -0.46 2.84 1.68
C -0.39 2.56 2.91
C 0.68 1.62 3.37
C 1.51 1.94 4.44
C 2.50 1.04 4.80
C 2.61 -0.14 4.09
C 1.73 -0.38 3.05
N 0.78 0.48 2.70
H -1.09 2.59 4.80
H -3.28 2.85 5.57
H -5.64 3.36 5.02
H -6.25 4.04 2.72
H -4.49 4.21 0.98
H 1.41 2.90 4.94
H 3.18 1.27 5.60
H 3.39 -0.87 4.32
H 1.80 -1.28 2.46
C -4.50 -1.55 3.56
C -5.60 -1.14 2.57
C -5.54 0.36 2.33
C -6.97 -1.53 3.12
O -5.44 -1.86 1.36
Si -4.23 -1.56 0.23
O -2.90 -1.06 0.87
O -4.17 -2.98 -0.64
C -3.66 -4.25 -0.26
C -4.85 -5.11 0.16
C -2.98 -4.83 -1.49
C -2.66 -4.16 0.90
O -4.99 -0.54 -0.85
C -4.76 -0.35 -2.24
C -5.34 1.01 -2.59
C -3.27 -0.38 -2.58
C -5.49 -1.44 -3.03
H -4.61 -1.01 4.51
H -3.53 -1.33 3.12
H -4.57 -2.63 3.76
H -5.73 0.91 3.26
H -6.28 0.65 1.59
H -4.55 0.64 1.96
H -7.16 -1.04 4.08
H -7.02 -2.61 3.26
H -7.74 -1.24 2.41
H -5.56 -5.19 -0.67
H -5.36 -4.64 1.00
H -4.53 -6.12 0.45
H -3.69 -4.88 -2.32
H -2.60 -5.84 -1.29
H -2.14 -4.20 -1.79
H -3.14 -3.77 1.80
H -1.86 -3.47 0.64
H -2.25 -5.15 1.10
H -4.84 1.78 -1.99
H -6.41 1.03 -2.36
H -5.19 1.24 -3.65
H -2.77 0.49 -2.15
H -3.11 -0.34 -3.66
H -2.79 -1.28 -2.20
H -6.55 -1.43 -2.75
H -5.08 -2.42 -2.79
H -5.40 -1.26 -4.10
*
```

Computed properties:
E_tot ... -4415.75954 Eh
Frontier orbital gap ... 5.19 eV
LUMO level ... 3.47 eV

Entry 4:
The following is a quantum chemistry calculation of a cluster of 2 separate species, C4H8O2 in total, from OMol25.

```
! wB97M-V def2-TZVPD RIJCOSX def2/J DEFGRID3
* xyz 0 1
C 0.15 1.03 -1.55
C 0.89 0.04 -1.08
C 0.34 -1.34 -1.01
O -0.84 -1.64 -0.98
H 0.57 2.00 -1.77
H -0.90 0.84 -1.78
H 1.95 0.13 -0.87
H 1.13 -2.11 -1.07
C -0.59 0.51 1.77
O 0.12 -0.68 1.56
H 0.12 1.30 2.03
H -1.30 0.40 2.60
H -1.16 0.85 0.88
H -0.50 -1.36 1.27
*
```

Computed properties:
E_tot ... -307.62734 Eh
Frontier orbital gap ... 10.34 eV
SMILES string ... C=CC=O.CO
LUMO level ... 0.27 eV

Entry 5:
The following is a quantum chemistry calculation of a cluster of 5 separate species, C20H47NO4P in total, from OMol25.

```
! wB97M-V def2-TZVPD RIJCOSX def2/J DEFGRID3
* xyz -1 1
N -1.19 0.21 0.48
C -1.57 -0.96 -0.40
C -0.54 -1.26 -1.64
C 0.94 -0.56 -1.51
C 0.98 0.91 -2.30
P 2.77 1.69 -2.26
H -2.11 0.55 0.89
H -0.83 1.03 -0.05
H -1.73 -1.90 0.31
H -2.65 -0.73 -0.84
H -0.40 -2.44 -1.69
H -1.05 -0.92 -2.66
H 1.73 -1.25 -2.07
H 1.32 -0.43 -0.40
H 0.60 0.76 -3.42
H 0.26 1.71 -1.83
H 2.16 2.98 -1.91
H 2.89 1.43 -0.83
H 3.27 0.35 -2.48
H 2.65 1.98 -3.68
H 4.11 2.27 -2.24
C -4.23 -3.96 -0.94
C -4.97 -3.90 -2.25
C -3.84 -3.77 -3.25
O -2.71 -4.45 -2.69
C -2.99 -4.74 -1.31
H -4.80 -4.43 -0.14
H -3.95 -2.95 -0.63
H -5.50 -4.85 -2.42
H -5.69 -3.08 -2.31
H -3.56 -2.72 -3.39
H -4.08 -4.20 -4.22
H -3.16 -5.82 -1.23
H -2.13 -4.48 -0.69
C 1.50 3.83 2.78
C 0.40 3.75 3.80
C -0.76 4.38 3.07
O -0.57 4.11 1.67
C 0.76 3.60 1.49
H 2.31 3.12 2.95
H 1.94 4.84 2.79
H 0.17 2.70 4.02
H 0.63 4.25 4.75
H -0.77 5.47 3.20
H -1.73 3.99 3.39
H 0.68 2.53 1.27
H 1.23 4.09 0.64
C -1.58 0.84 7.33
C -2.97 1.37 7.09
C -2.70 2.69 6.42
O -1.47 2.54 5.69
C -0.85 1.32 6.10
H -1.54 -0.25 7.46
H -1.16 1.31 8.23
H -3.51 0.70 6.41
H -3.57 1.47 8.00
H -2.55 3.49 7.15
H -3.49 2.99 5.73
H -0.95 0.60 5.28
H 0.22 1.49 6.29
C 5.61 -2.05 -4.82
C 4.56 -2.72 -5.65
C 3.32 -1.93 -5.29
O 3.75 -0.60 -4.98
C 5.18 -0.60 -4.86
H 6.63 -2.19 -5.19
H 5.57 -2.42 -3.79
H 4.79 -2.59 -6.72
H 4.46 -3.79 -5.45
H 2.83 -2.34 -4.40
H 2.59 -1.91 -6.11
H 5.58 -0.09 -5.74
H 5.47 -0.04 -3.97
*
```

Computed properties:
E_tot ... -1487.03018 Eh
Frontier orbital gap ... 5.12 eV
LUMO level ... 2.36 eV

Entry 6:
The following is a quantum chemistry calculation of a structure of composition C27H76InO12S9, from OMol25.

```
! wB97M-V def2-TZVPD RIJCOSX def2/J DEFGRID3
* xyz -1 1
C -1.10 1.45 -2.55
O -1.96 2.57 -2.40
C -1.39 3.60 -1.63
C -1.77 3.50 -0.14
C -3.26 3.16 0.09
C -3.49 1.79 0.79
C -3.89 0.60 -0.11
In -2.79 -1.19 0.65
O -0.80 -0.52 0.82
C -0.08 -1.01 1.88
C -0.20 -0.20 3.19
C 0.91 0.86 3.30
O -1.47 0.46 3.28
H -1.55 0.75 -3.25
H -0.12 1.74 -2.93
H -0.95 0.91 -1.60
H -1.77 4.55 -2.02
H -0.30 3.59 -1.72
H -1.11 2.80 0.37
H -1.54 4.49 0.27
H -3.69 3.97 0.71
H -3.79 3.19 -0.86
H -2.58 1.56 1.34
H -4.28 1.94 1.54
H -3.57 0.76 -1.14
H -4.96 0.41 -0.08
H -2.94 -2.61 -0.43
H -3.43 -1.57 2.29
H 1.00 -0.97 1.63
H -0.30 -2.07 2.10
H -0.10 -0.90 4.03
H 1.87 0.35 3.18
H 0.76 1.63 2.55
H 0.84 1.32 4.29
H -1.80 0.37 4.17
C 6.02 -1.03 4.42
S 4.45 -0.87 5.28
O 3.39 -1.29 4.33
C 4.44 0.93 5.30
H 6.19 -2.09 4.25
H 5.96 -0.51 3.46
H 6.82 -0.62 5.03
H 4.48 1.31 4.28
H 5.28 1.30 5.89
H 3.50 1.25 5.76
C -0.42 -4.11 -2.15
S 0.02 -2.46 -2.67
O -0.87 -2.11 -3.82
C 1.61 -2.89 -3.39
H -1.41 -4.07 -1.71
H -0.41 -4.79 -3.01
H 0.30 -4.44 -1.40
H 1.47 -3.63 -4.18
H 2.26 -3.29 -2.61
H 2.04 -1.97 -3.80
C -1.74 3.37 3.52
S -0.48 4.60 3.17
O 0.82 3.88 3.05
C -0.47 5.35 4.80
H -1.86 2.75 2.64
H -1.43 2.76 4.37
H -2.68 3.88 3.75
H -0.22 4.58 5.53
H -1.44 5.78 5.02
H 0.29 6.13 4.82
C 4.98 -0.61 -4.69
S 4.26 0.64 -3.61
O 2.79 0.47 -3.68
C 4.66 2.04 -4.67
H 4.79 -1.58 -4.23
H 4.50 -0.56 -5.67
H 6.05 -0.44 -4.77
H 4.19 1.90 -5.64
H 5.74 2.13 -4.77
H 4.26 2.94 -4.20
C -3.93 -6.46 -6.24
S -2.54 -5.46 -6.79
O -1.32 -6.31 -6.64
C -2.57 -4.31 -5.42
H -4.06 -7.28 -6.94
H -3.71 -6.86 -5.25
H -4.83 -5.85 -6.22
H -2.46 -4.85 -4.48
H -3.51 -3.76 -5.44
H -1.75 -3.61 -5.53
C -8.69 -1.38 3.00
S -7.50 -0.07 2.65
O -7.19 -0.16 1.21
C -6.14 -0.82 3.57
H -9.61 -1.13 2.48
H -8.30 -2.33 2.63
H -8.87 -1.43 4.08
H -5.93 -1.81 3.18
H -6.44 -0.88 4.62
H -5.26 -0.20 3.47
C -1.65 0.33 7.94
S -1.37 2.11 7.97
O -2.38 2.73 7.08
C 0.18 2.05 7.04
H -2.60 0.14 8.44
H -1.70 -0.01 6.91
H -0.84 -0.17 8.47
H 0.01 1.59 6.07
H 0.92 1.49 7.61
H 0.53 3.07 6.91
C 4.24 -5.26 0.42
S 2.59 -5.24 1.15
O 1.65 -5.69 0.08
C 2.45 -3.46 1.25
H 4.50 -6.30 0.22
H 4.23 -4.70 -0.52
H 4.95 -4.83 1.12
H 2.56 -3.02 0.26
H 3.22 -3.07 1.93
H 1.47 -3.22 1.65
C 3.23 3.95 -8.54
S 4.94 3.53 -8.18
O 5.44 4.52 -7.19
C 5.60 4.03 -9.78
H 2.65 3.75 -7.64
H 3.16 5.01 -8.80
H 2.87 3.33 -9.35
H 5.37 5.08 -9.96
H 5.16 3.40 -10.56
H 6.68 3.89 -9.76
*
```

Computed properties:
E_tot ... -5750.67399 Eh
Frontier orbital gap ... 5.57 eV
LUMO level ... 1.63 eV

Entry 7:
The following is a quantum chemistry calculation of a cluster of 2 separate species, C2H3Cl2O2P in total, from OMol25.

```
! wB97M-V def2-TZVPD RIJCOSX def2/J DEFGRID3
* xyz 0 3
C 1.53 -1.11 0.98
C 1.22 -0.09 0.18
O -2.75 0.94 -2.09
O -1.69 0.72 0.15
P -1.49 1.28 -1.35
Cl 0.81 -0.48 -1.53
Cl 1.54 1.50 0.54
H 1.51 -2.06 0.73
H -2.48 0.31 0.30
H 1.80 -1.01 2.10
*
```

Computed properties:
E_tot ... -1490.07650 Eh
Frontier orbital gap (spin up / spin down) ... 6.85 / 6.73 eV
LUMO level (spin up / spin down) ... 0.51 / -3.22 eV

Entry 8:
The following is a quantum chemistry calculation of a structure of composition C15H17MnNO8P2SSe, from OMol25.

```
! wB97M-V def2-TZVPD RIJCOSX def2/J DEFGRID3
* xyz -2 6
Mn -0.53 -0.89 -1.05
C -2.76 -2.87 2.75
C -1.34 -2.40 2.43
O -0.53 -2.49 3.61
P -1.38 -0.64 1.86
O -2.73 -0.37 1.13
O -1.49 0.16 3.22
O -0.18 -0.25 1.03
P -0.61 -3.44 1.07
O 0.97 -3.11 1.34
O -0.84 -4.87 1.35
O -1.04 -2.78 -0.22
H -3.24 -2.21 3.48
H -2.68 -3.88 3.16
H -3.36 -2.90 1.85
H 0.36 -2.69 3.30
H -2.69 -0.21 0.07
H -1.45 1.13 3.09
H 1.23 -2.33 0.83
O -1.35 2.76 2.46
S -1.44 2.54 0.95
C -2.48 3.90 0.37
C -2.68 5.00 1.18
C -3.45 6.05 0.70
C -4.01 5.98 -0.57
C -3.81 4.86 -1.36
C -3.04 3.80 -0.89
C 0.12 3.14 0.29
C 0.57 2.63 -0.91
C 1.74 3.14 -1.46
C 2.45 4.13 -0.80
C 1.99 4.62 0.42
C 0.82 4.12 0.98
H -2.26 5.01 2.18
H -3.62 6.92 1.33
H -4.61 6.81 -0.94
H -4.26 4.80 -2.34
H -2.87 2.89 -1.48
H -0.01 1.86 -1.42
H 2.10 2.75 -2.41
H 3.35 4.53 -1.24
H 2.56 5.38 0.95
H 0.46 4.46 1.94
Se -2.37 0.31 -1.95
N 2.14 -1.30 -2.94
C 1.19 -1.11 -2.31
*
```

Computed properties:
E_tot ... -5872.15960 Eh
Frontier orbital gap (spin up / spin down) ... 5.08 / 5.33 eV
LUMO level (spin up / spin down) ... 4.24 / 4.24 eV

Entry 9:
The following is a quantum chemistry calculation of an isolated molecule of C5H10N2O, from OMol25.

```
! wB97M-V def2-TZVPD RIJCOSX def2/J DEFGRID3
* xyz 0 1
C 0.16 -1.39 -0.60
C -2.19 -0.27 0.24
C -0.71 -0.30 0.05
C 1.09 -0.34 0.03
N 2.47 -0.39 0.16
N 0.36 2.07 0.01
C 0.23 0.78 -0.58
O 0.17 -0.32 1.22
H 2.84 0.47 0.55
H 2.78 -1.17 0.73
H -0.42 2.67 -0.25
H 0.36 1.96 1.03
H 0.14 -2.35 -0.10
H 0.16 -1.47 -1.68
H 0.24 0.86 -1.67
H -2.68 -0.27 -0.73
H -2.51 -1.14 0.81
H -2.48 0.62 0.79
*
```

Computed properties:
E_tot ... -381.19675 Eh
Frontier orbital gap ... 10.02 eV
LUMO level ... 0.94 eV